[1]
{"formula": "C5H8BrP", "method": "ωB97M-V/def2-TZVPD", "homo_energy_ev": [-8.1, -8.0], "e_above_lowest_ev": 2.7391, "charge": 0, "total_energy_ha": -3110.56919, "orbital_gap_ev": [7.22, 7.49], "symbols": ["Br", "P", "C", "C", "C", "C", "C", "H", "H", "H", "H", "H", "H", "H", "H"], "xyz": [[-3.476, 0.639, -0.218], [-2.335, -1.176, 0.478], [0.675, 0.220, 0.209], [0.162, -0.309, 1.537], [-1.186, -1.086, -0.983], [1.662, 1.365, 0.174], [0.242, -0.402, -0.889], [-1.039, -2.243, -1.215], [-1.563, -0.772, -2.001], [2.738, 0.951, 0.462], [0.761, -0.141, -1.779], [1.339, 2.182, 0.845], [0.201, -1.313, 1.809], [1.657, 1.758, -0.821], [0.162, 0.329, 2.391]]}

[2]
{"formula": "C23H29N3O7", "method": "ωB97M-V/def2-TZVPD", "homo_energy_ev": -8.4, "e_above_lowest_ev": 21.4885, "charge": 0, "total_energy_ha": -1584.08473, "orbital_gap_ev": 7.65, "symbols": ["O", "O", "O", "O", "O", "O", "O", "N", "N", "N", "C", "C", "C", "C", "C", "C", "C", "C", "C", "C", "C", "C", "C", "C", "C", "C", "C", "C", "C", "C", "C", "C", "C", "H", "H", "H", "H", "H", "H", "H", "H", "H", "H", "H", "H", "H", "H", "H", "H", "H", "H", "H", "H", "H", "H", "H", "H", "H", "H", "H", "H", "H"], "xyz": [[4.534, -2.438, 1.698], [1.714, -2.621, -0.808], [3.042, -0.889, 0.556], [-3.588, -1.020, 1.738], [0.183, 1.071, 0.921], [-3.707, 1.779, -2.621], [0.462, 2.022, -1.044], [-1.251, 2.602, 0.158], [-2.835, -0.834, -0.381], [-3.834, 2.168, -0.409], [4.544, 0.760, 1.501], [-2.788, -1.276, 0.810], [1.384, 1.016, -1.211], [2.972, -3.154, -0.426], [3.839, -2.975, -1.655], [-0.008, -2.974, 2.726], [-1.212, -2.205, 2.305], [-0.649, -2.087, -0.022], [3.189, 0.029, 1.748], [0.919, -3.184, 1.514], [-4.226, -0.305, -1.123], [-2.218, 2.436, 1.417], [-0.285, 1.783, 0.164], [0.655, -2.713, 0.416], [-0.759, -1.543, -1.156], [-3.180, 3.470, -0.855], [-3.479, 2.107, 1.110], [-1.422, -1.834, 1.081], [1.601, 0.897, -2.964], [-1.892, -0.957, -1.616], [-3.945, 1.372, -1.395], [3.630, -2.133, 0.822], [-1.591, 3.581, -0.706], [2.506, 1.592, -0.642], [-1.626, 1.706, 2.200], [-4.370, 2.650, 1.484], [2.413, 0.647, 1.795], [4.789, -3.347, -1.293], [2.960, -4.189, 0.061], [-2.124, -2.219, 3.264], [3.748, -1.806, -1.926], [4.671, 1.630, 2.445], [-4.615, -0.645, -1.842], [1.893, -3.669, 1.980], [0.715, 0.450, -3.151], [2.472, 0.362, -2.762], [-2.265, 3.418, 1.853], [1.812, 1.767, -3.154], [1.374, 0.349, -0.652], [0.139, -3.372, 3.519], [-1.202, 4.684, -0.503], [-1.306, 3.467, -1.714], [-5.008, -0.140, -0.196], [3.262, -0.595, 2.696], [-0.081, -1.502, -1.980], [-3.660, 3.921, -1.893], [-3.741, 1.114, 1.326], [-2.191, -0.365, -2.443], [3.458, -3.692, -2.428], [-3.678, 4.483, -0.149], [4.461, 1.267, 0.355], [5.393, 0.083, 1.457]]}

[3]
{"formula": "C3H6OS2", "method": "ωB97M-V/def2-TZVPD", "homo_energy_ev": -9.0, "e_above_lowest_ev": 1.1552, "charge": 0, "smiles": "C1OCSCS1", "total_energy_ha": -989.48608, "orbital_gap_ev": 9.77, "symbols": ["S", "S", "O", "C", "C", "C", "H", "H", "H", "H", "H", "H"], "xyz": [[1.659, -0.725, -0.503], [-1.390, -0.961, -0.554], [-0.181, 1.398, -0.586], [-1.242, 0.719, -0.088], [1.078, 0.987, -0.177], [0.161, -1.675, 0.057], [-2.173, 1.204, -0.393], [1.841, 1.608, -0.567], [1.092, 1.122, 0.943], [0.107, -1.752, 1.158], [-1.180, 0.793, 1.004], [0.228, -2.719, -0.294]]}

[4]
{"formula": "C12H29FN4O7PS2", "method": "ωB97M-V/def2-TZVPD", "homo_energy_ev": -5.2, "charge": -1, "total_energy_ha": -2458.03822, "orbital_gap_ev": 7.48, "symbols": ["S", "S", "P", "F", "O", "O", "O", "O", "O", "O", "O", "N", "N", "N", "N", "C", "C", "C", "C", "C", "C", "C", "C", "C", "C", "C", "C", "H", "H", "H", "H", "H", "H", "H", "H", "H", "H", "H", "H", "H", "H", "H", "H", "H", "H", "H", "H", "H", "H", "H", "H", "H", "H", "H", "H", "H"], "xyz": [[-1.670, 0.270, -0.444], [0.875, 0.566, 0.526], [-2.290, -1.560, 0.554], [0.815, -1.005, 0.301], [1.700, 1.064, -0.531], [1.034, -5.898, -0.683], [-2.874, 1.084, -0.503], [4.281, 7.183, -0.401], [-3.925, 1.772, 3.320], [-1.178, -0.080, -1.767], [1.377, 0.736, 1.854], [3.730, 5.237, -1.376], [-4.856, 3.786, 3.028], [-0.621, 1.067, 0.459], [2.039, -6.413, -2.621], [-5.013, 5.099, 2.445], [-2.903, 3.186, 1.664], [-4.079, -1.539, 0.163], [2.055, -6.191, -1.276], [-0.515, -3.754, 0.425], [3.880, 6.031, -0.290], [3.147, -6.759, -3.486], [-3.912, 2.836, 2.729], [3.271, 3.856, -1.426], [3.529, 5.433, 1.054], [-1.531, -2.935, -0.402], [3.384, -6.314, -0.566], [-5.996, 5.197, 1.977], [-4.528, -2.447, 0.562], [4.067, -6.835, -2.916], [-0.581, -3.537, 1.493], [-5.502, 3.499, 3.745], [3.224, -6.104, 0.487], [-2.345, -3.597, -0.709], [-4.268, -1.443, -0.909], [2.483, 5.128, 1.084], [2.376, 3.784, -2.043], [3.700, 6.188, 1.815], [4.152, 4.565, 1.268], [-2.330, 4.064, 1.971], [3.789, -7.322, -0.668], [-4.486, -0.650, 0.642], [-0.689, -4.812, 0.264], [3.976, 5.690, -2.241], [-1.036, -2.535, -1.288], [-3.405, 3.380, 0.716], [-2.224, 2.354, 1.520], [4.104, -5.598, -0.962], [3.034, 3.482, -0.438], [0.504, -3.549, 0.110], [-4.252, 5.270, 1.692], [-4.925, 5.874, 3.212], [3.277, -5.999, -4.259], [2.961, -7.717, -3.977], [4.042, 3.221, -1.864], [1.126, -6.309, -3.033]]}

[5]
{"formula": "H16O8", "method": "ωB97M-V/def2-TZVPD", "homo_energy_ev": -11.1, "e_above_lowest_ev": 3.6232, "charge": 0, "smiles": "O.O.O.O.O.O.O.O", "total_energy_ha": -611.44946, "orbital_gap_ev": 10.88, "symbols": ["O", "O", "O", "O", "O", "O", "O", "O", "H", "H", "H", "H", "H", "H", "H", "H", "H", "H", "H", "H", "H", "H", "H", "H"], "xyz": [[0.148, 2.531, 0.969], [-2.921, -0.954, 0.846], [1.477, -4.745, -0.275], [-0.098, -0.674, -5.345], [-2.178, 1.695, 2.510], [1.069, -0.059, -0.330], [1.073, 4.503, -2.167], [0.821, -1.929, 3.003], [1.134, -1.993, 3.930], [0.786, -0.585, 0.519], [-0.754, -1.177, -4.904], [-3.091, -0.012, 0.821], [1.349, -1.454, 2.441], [0.951, -4.146, -0.846], [1.412, -0.658, -0.989], [-2.974, 1.860, 3.037], [1.630, -5.551, -0.725], [0.657, 2.744, 1.758], [0.680, -0.804, -4.800], [0.420, 3.988, -1.613], [-1.784, 2.504, 2.676], [1.593, 3.843, -2.477], [0.794, 2.068, 0.521], [-2.194, -0.995, 1.440]]}

[6]
{"formula": "C36H29Cl5N4P2ReS", "method": "ωB97M-V/def2-TZVPD", "homo_energy_ev": [-12.9, -12.9], "e_above_lowest_ev": 0.0000, "charge": 2, "multiplicity": 2, "total_energy_ha": -5067.84821, "orbital_gap_ev": [5.32, 5.19], "symbols": ["Re", "Cl", "Cl", "Cl", "Cl", "Cl", "S", "P", "P", "N", "N", "N", "N", "C", "C", "C", "C", "C", "C", "C", "C", "C", "C", "C", "C", "C", "C", "C", "C", "C", "C", "C", "C", "C", "C", "C", "C", "C", "C", "C", "C", "C", "C", "C", "C", "C", "C", "C", "C", "H", "H", "H", "H", "H", "H", "H", "H", "H", "H", "H", "H", "H", "H", "H", "H", "H", "H", "H", "H", "H", "H", "H", "H", "H", "H", "H", "H", "H"], "xyz": [[2.384, 0.324, -0.322], [4.344, -5.199, 0.097], [5.295, -1.313, 3.754], [5.404, -4.336, 2.885], [3.127, -3.053, -1.827], [3.990, 0.783, 1.681], [-4.178, 1.278, 2.420], [0.439, 1.160, 0.744], [0.411, -0.871, -0.962], [2.693, 1.182, -1.966], [0.618, 2.975, -5.578], [2.470, 2.096, -4.187], [-0.604, 0.039, 0.065], [-0.929, -0.731, -5.328], [-1.874, -0.740, -4.307], [0.841, -0.827, -3.705], [-0.196, 3.935, -2.120], [2.543, 1.665, -3.061], [-0.101, -0.798, -2.678], [-0.250, 2.769, -1.375], [-0.758, 2.454, 4.371], [-0.144, 1.551, 5.228], [-0.084, -5.150, 0.560], [-0.103, -3.592, -1.270], [4.204, -3.573, 0.595], [0.424, -0.787, -5.028], [-5.843, 0.963, 3.029], [0.664, 0.534, 4.726], [-1.465, -0.787, -2.985], [-4.340, 0.648, 0.733], [0.313, -2.821, 0.980], [1.006, 3.849, 0.402], [0.349, 2.723, -0.110], [4.065, -0.966, 1.389], [-0.239, -4.887, -0.793], [3.459, -1.312, 0.190], [4.648, -1.846, 2.271], [-3.007, 0.779, -0.003], [0.186, -4.116, 1.451], [1.051, 5.011, -0.349], [0.238, 1.328, 2.497], [-0.569, 2.349, 3.003], [0.458, 5.052, -1.607], [-1.993, -0.243, 0.494], [3.606, -2.636, -0.239], [4.694, -3.186, 1.858], [0.183, -2.554, -0.385], [0.858, 0.422, 3.363], [1.476, 2.566, -4.927], [-6.067, -0.102, 3.018], [1.156, -0.808, -5.825], [1.468, 3.820, 1.382], [-0.289, 1.642, 6.296], [-6.575, 1.509, 2.438], [-0.222, -3.394, -2.329], [0.498, 5.964, -2.188], [-2.226, -1.250, 0.143], [-3.180, 0.659, -1.075], [1.548, 5.887, 0.044], [-2.930, -0.719, -4.543], [-1.051, 3.054, 2.337], [-0.764, 1.900, -1.773], [-1.387, 3.241, 4.765], [1.146, -0.160, 5.402], [-2.208, -0.821, -2.202], [-2.012, -0.280, 1.586], [-4.660, -0.397, 0.769], [-0.664, 3.975, -3.096], [-5.109, 1.210, 0.205], [0.490, -2.014, 1.684], [-1.252, -0.695, -6.360], [0.280, -4.321, 2.510], [1.502, -0.363, 2.979], [-0.189, -6.163, 0.928], [-5.885, 1.322, 4.055], [1.895, -0.907, -3.479], [-2.610, 1.791, 0.134], [-0.465, -5.691, -1.481]]}